Record 1
{
  "formula": "C44H44NO3P2RbS",
  "method": "wB97M-V/def2-TZVPD",
  "max_force_ev_per_a": 2.434,
  "gap_ev": 6.3,
  "multiplicity": 1,
  "charge": 0,
  "e_lumo_ev": 0.161,
  "homo_energy_ev": -6.2,
  "de_lowest_kj_mol": 64.83,
  "energy_ha": -3088.6572,
  "elements": ["Rb", "C", "C", "C", "C", "C", "C", "C", "H", "H", "H", "H", "H", "H", "H", "H", "O", "P", "C", "P", "O", "C", "C", "C", "C", "C", "C", "C", "C", "C", "C", "C", "C", "C", "C", "C", "C", "C", "C", "C", "C", "C", "C", "C", "C", "H", "H", "H", "H", "H", "H", "H", "H", "H", "H", "H", "H", "H", "H", "H", "H", "H", "H", "H", "H", "H", "H", "S", "C", "C", "C", "C", "C", "C", "H", "H", "H", "H", "H", "C", "C", "C", "N", "C", "C", "H", "H", "H", "H", "H", "C", "O", "H", "H", "H", "H"],
  "positions_angstrom": [[1.5832, -0.2243, 0.8795], [3.5425, 3.3787, 2.3114], [3.1074, 2.1221, 3.0162], [3.9411, 1.0079, 3.0690], [3.5490, -0.1433, 3.7383], [2.3181, -0.1959, 4.3776], [1.4836, 0.9120, 4.3433], [1.8740, 2.0564, 3.6633], [3.9563, 4.0907, 3.0300], [2.7032, 3.8551, 1.8055], [4.3051, 3.1618, 1.5650], [4.9095, 1.0472, 2.5862], [4.2171, -0.9952, 3.7748], [2.0187, -1.0864, 4.9156], [0.5266, 0.8851, 4.8478], [1.2202, 2.9218, 3.6475], [-0.4110, -0.1403, 2.2457], [-1.8135, 0.0867, 1.8228], [-2.4563, -1.2708, 0.7645], [-1.5358, -1.3351, -0.8200], [-0.0747, -1.1614, -0.6479], [-2.2640, -0.1582, -1.9721], [-1.4075, 0.7527, -2.5835], [-1.8994, 1.6074, -3.5608], [-3.2367, 1.5482, -3.9233], [-4.0928, 0.6388, -3.3107], [-3.6083, -0.2163, -2.3373], [-1.9267, -2.9650, -1.5123], [-0.9555, -3.5185, -2.3461], [-1.1719, -4.7477, -2.9479], [-2.3559, -5.4345, -2.7152], [-3.3233, -4.8882, -1.8836], [-3.1126, -3.6559, -1.2845], [-2.9419, 0.1415, 3.2438], [-3.3330, 1.3544, 3.8026], [-4.1090, 1.3719, 4.9519], [-4.4983, 0.1809, 5.5475], [-4.1013, -1.0321, 5.0014], [-3.3232, -1.0515, 3.8550], [-2.1216, 1.5759, 0.8620], [-1.0615, 2.3208, 0.3571], [-1.3087, 3.3986, -0.4782], [-2.6126, 3.7377, -0.8002], [-3.6780, 3.0023, -0.2903], [-3.4354, 1.9208, 0.5366], [-3.5290, -1.1599, 0.6002], [-2.2509, -2.2151, 1.2734], [-0.3668, 0.8076, -2.2742], [-1.2308, 2.3188, -4.0299], [-3.6198, 2.2174, -4.6835], [-5.1350, 0.5965, -3.6007], [-4.2697, -0.9424, -1.8760], [-0.0349, -2.9692, -2.5059], [-0.4217, -5.1718, -3.6030], [-2.5297, -6.3976, -3.1768], [-4.2438, -5.4269, -1.6984], [-3.8760, -3.2421, -0.6357], [-3.0295, 2.2844, 3.3369], [-4.4111, 2.3160, 5.3863], [-5.1118, 0.1967, 6.4389], [-4.3954, -1.9615, 5.4715], [-2.9968, -1.9991, 3.4438], [-0.0401, 2.0611, 0.5885], [-0.4716, 3.9434, -0.8973], [-2.8060, 4.5713, -1.4634], [-4.6957, 3.2674, -0.5476], [-4.2612, 1.3387, 0.9324], [2.0612, 2.1016, -1.3067], [2.0630, 2.9118, -2.8533], [1.8260, 2.2170, -4.0477], [1.7765, 2.8793, -5.2655], [1.9625, 4.2533, -5.3327], [2.2072, 4.9557, -4.1590], [2.2577, 4.2983, -2.9402], [1.6896, 1.1427, -4.0068], [1.5942, 2.3152, -6.1737], [1.9232, 4.7685, -6.2841], [2.3625, 6.0279, -4.1947], [2.4484, 4.8469, -2.0265], [3.6543, -5.6765, 0.0073], [2.6166, -4.9408, -0.5420], [2.2697, -3.7374, 0.0544], [2.8868, -3.2525, 1.1304], [3.8816, -3.9661, 1.6492], [4.3021, -5.1808, 1.1281], [3.9529, -6.6203, -0.4308], [2.0839, -5.2900, -1.4166], [1.4570, -3.1340, -0.3394], [4.3649, -3.5402, 2.5221], [5.1167, -5.7221, 1.5896], [5.2872, -0.3435, -0.7768], [4.0965, 0.0375, -0.1196], [5.9476, 0.5110, -0.9550], [5.0866, -0.8291, -1.7377], [5.8087, -1.0547, -0.1350], [3.6572, 0.7301, -0.6655]],
  "atomic_forces_ev_per_a": [[2.412, 0.241, 0.221], [-0.013, -0.038, 0.046], [0.013, 0.029, 0.009], [0.023, 0.029, 0.043], [0.040, 0.035, 0.069], [0.039, 0.003, 0.076], [0.037, 0.045, 0.054], [0.036, -0.013, 0.034], [0.003, 0.010, -0.021], [0.018, -0.001, -0.036], [-0.020, 0.014, -0.030], [-0.044, -0.029, -0.083], [-0.020, -0.015, -0.032], [-0.019, -0.018, -0.048], [-0.022, -0.024, -0.052], [-0.017, -0.014, -0.049], [-1.201, 0.058, 0.640], [-0.654, 0.072, 0.250], [0.425, 0.233, -0.142], [-0.767, -0.367, -0.189], [-0.598, -0.434, -0.698], [0.104, -0.020, 0.010], [0.060, -0.015, 0.121], [-0.072, 0.044, -0.054], [0.051, 0.020, 0.025], [-0.048, 0.000, 0.006], [0.035, -0.049, -0.002], [0.092, 0.053, 0.040], [-0.028, 0.073, 0.058], [-0.011, -0.046, -0.037], [-0.024, 0.040, 0.040], [-0.049, -0.061, -0.004], [0.024, 0.060, 0.027], [0.029, -0.072, -0.203], [0.028, 0.017, -0.028], [-0.026, 0.013, 0.046], [-0.004, -0.004, -0.024], [-0.009, -0.023, 0.011], [0.016, 0.034, 0.008], [0.007, -0.050, 0.097], [-0.110, -0.105, 0.192], [0.028, 0.112, -0.074], [0.016, -0.013, 0.011], [-0.059, -0.033, 0.001], [0.055, -0.012, -0.030], [-0.016, 0.013, -0.007], [-0.064, -0.021, 0.034], [0.028, 0.013, -0.046], [0.018, -0.008, 0.008], [0.005, -0.012, -0.013], [0.000, -0.009, 0.012], [-0.029, 0.017, -0.024], [0.012, -0.049, -0.048], [0.018, 0.013, 0.017], [0.027, 0.003, -0.022], [0.003, 0.008, -0.004], [0.005, -0.011, 0.006], [-0.018, -0.001, 0.015], [0.006, 0.007, -0.022], [0.014, 0.004, 0.008], [0.002, 0.002, -0.006], [-0.032, -0.021, 0.023], [0.067, 0.042, -0.016], [0.027, -0.033, 0.024], [0.010, 0.005, 0.004], [0.008, 0.001, -0.005], [-0.034, 0.037, -0.032], [-0.004, -0.025, 0.229], [-0.088, 0.080, -0.104], [0.040, 0.043, -0.002], [-0.010, -0.029, -0.034], [-0.002, 0.040, -0.021], [-0.002, 0.018, -0.011], [-0.043, -0.076, -0.042], [-0.014, 0.001, 0.019], [0.000, -0.003, 0.014], [0.004, -0.004, 0.003], [-0.002, -0.003, 0.005], [0.009, 0.020, -0.001], [-0.006, 0.010, -0.002], [0.012, -0.014, -0.007], [-0.023, -0.020, 0.016], [-0.119, 0.147, 0.025], [0.018, 0.017, -0.012], [-0.011, -0.007, -0.022], [0.007, 0.000, 0.005], [-0.014, 0.013, 0.008], [0.012, -0.016, -0.048], [0.013, -0.031, -0.002], [0.004, 0.014, 0.010], [0.017, -0.029, 0.028], [0.338, 0.070, -0.236], [-0.003, -0.001, 0.012], [-0.008, 0.003, 0.006], [0.001, -0.001, -0.012], [0.043, 0.003, -0.024]]
}

Record 2
{
  "formula": "C20H24N4O3S",
  "method": "wB97M-V/def2-TZVPD",
  "max_force_ev_per_a": 0.625,
  "gap_ev": 8.5,
  "multiplicity": 1,
  "charge": 0,
  "e_lumo_ev": 0.393,
  "homo_energy_ev": -8.2,
  "de_lowest_kj_mol": 44.13,
  "energy_ha": -1619.5240,
  "smiles": "CCOC(=O)C1=C(CSc2nccn2C)NC(=O)N[C@H]1c1cc(C)ccc1C",
  "elements": ["C", "C", "O", "C", "O", "C", "C", "C", "S", "C", "N", "C", "C", "N", "C", "N", "C", "O", "N", "C", "C", "C", "C", "C", "C", "C", "C", "C", "H", "H", "H", "H", "H", "H", "H", "H", "H", "H", "H", "H", "H", "H", "H", "H", "H", "H", "H", "H", "H", "H", "H", "H"],
  "positions_angstrom": [[-1.7063, -3.8396, -0.5567], [-1.1031, -3.7121, 0.8348], [-0.4757, -2.4427, 1.0057], [-1.2881, -1.4082, 1.3070], [-2.4725, -1.5454, 1.5127], [-0.6076, -0.1113, 1.3273], [0.7200, 0.1033, 1.4679], [1.7496, -0.9611, 1.6493], [2.3536, -1.5469, 0.0236], [3.4772, -0.2540, -0.3227], [3.7493, 0.7627, 0.4640], [4.6785, 1.5017, -0.2013], [4.9667, 0.9164, -1.3965], [4.1887, -0.2105, -1.4730], [4.1531, -1.1714, -2.5366], [1.2336, 1.3722, 1.4419], [0.4847, 2.5094, 1.1805], [1.0117, 3.5893, 1.0252], [-0.8508, 2.3189, 1.1465], [-1.5629, 1.0528, 1.1707], [-2.4256, 0.8960, -0.0723], [-3.8027, 0.9259, 0.0900], [-4.6772, 0.7789, -0.9775], [-6.1576, 0.8037, -0.7488], [-4.1375, 0.6068, -2.2423], [-2.7666, 0.5853, -2.4180], [-1.8873, 0.7268, -1.3518], [-0.4119, 0.6783, -1.6215], [-0.9397, -3.6806, -1.3116], [-2.4901, -3.0970, -0.6873], [-2.1324, -4.8307, -0.6824], [-1.8795, -3.8314, 1.5975], [-0.3080, -4.4448, 0.9895], [1.3483, -1.8441, 2.1378], [2.6207, -0.5775, 2.1786], [5.0613, 2.4033, 0.2302], [5.6350, 1.1967, -2.1834], [4.4831, -0.7008, -3.4613], [3.1339, -1.5401, -2.6574], [4.8048, -2.0201, -2.3138], [2.2521, 1.4616, 1.3617], [-1.4045, 3.1375, 0.9447], [-2.2428, 1.0521, 2.0387], [-4.2094, 1.0485, 1.0836], [-6.6985, 0.6716, -1.6824], [-6.4580, 1.7513, -0.3032], [-6.4443, 0.0080, -0.0628], [-4.7889, 0.4870, -3.0963], [-2.3651, 0.4505, -3.4127], [0.0184, -0.2444, -1.2328], [-0.2284, 0.7122, -2.6936], [0.1065, 1.5169, -1.1613]],
  "atomic_forces_ev_per_a": [[0.175, 0.204, 0.318], [-0.417, -0.419, -0.053], [0.220, 0.114, -0.095], [-0.007, 0.010, 0.225], [0.117, -0.024, -0.027], [0.104, 0.326, 0.188], [-0.616, -0.080, 0.067], [0.328, -0.156, -0.345], [-0.102, -0.247, 0.104], [-0.033, -0.014, 0.245], [-0.095, -0.355, 0.112], [0.265, -0.015, -0.367], [0.239, 0.417, 0.137], [-0.215, 0.215, 0.413], [0.053, -0.430, -0.230], [0.152, 0.010, 0.091], [0.035, -0.077, 0.167], [0.235, 0.350, -0.065], [-0.330, -0.019, 0.010], [-0.197, -0.285, 0.104], [-0.231, 0.141, 0.041], [0.111, 0.005, -0.162], [0.015, 0.031, -0.068], [0.018, 0.004, 0.034], [-0.069, -0.012, 0.102], [0.069, -0.011, 0.033], [-0.037, 0.029, -0.104], [0.008, -0.050, 0.001], [0.052, -0.025, -0.105], [-0.073, 0.015, -0.043], [-0.055, -0.119, -0.048], [0.193, -0.050, -0.084], [-0.097, 0.077, 0.032], [0.097, 0.143, -0.033], [-0.100, -0.032, 0.089], [0.154, 0.224, -0.033], [0.129, 0.039, -0.193], [-0.068, -0.030, 0.040], [0.037, 0.041, -0.096], [-0.032, 0.036, -0.059], [-0.272, 0.022, -0.033], [0.197, 0.012, -0.017], [0.101, -0.039, -0.229], [-0.028, -0.015, 0.174], [-0.086, -0.004, -0.029], [-0.098, 0.038, 0.014], [-0.106, -0.040, 0.030], [-0.086, -0.005, -0.075], [0.069, 0.003, -0.090], [0.127, 0.011, -0.020], [0.029, 0.026, -0.057], [0.123, 0.014, -0.013]]
}

Record 3
{
  "formula": "C46H41BrN3O4P2PdSe2",
  "method": "wB97M-V/def2-TZVPD",
  "max_force_ev_per_a": 2.277,
  "gap_ev": [7.1, 4.3],
  "multiplicity": 5,
  "charge": 1,
  "s2": 6.04,
  "e_lumo_ev": [-2.178, -6.039],
  "homo_energy_ev": [-9.3, -10.4],
  "de_lowest_kj_mol": 113.14,
  "energy_ha": -10429.8031,
  "elements": ["Pd", "C", "N", "C", "P", "C", "C", "C", "C", "C", "C", "C", "C", "C", "C", "C", "C", "C", "C", "C", "C", "C", "C", "P", "C", "C", "C", "C", "C", "C", "C", "C", "C", "C", "C", "C", "H", "H", "H", "H", "H", "H", "H", "H", "H", "H", "H", "H", "H", "H", "H", "H", "H", "H", "H", "H", "H", "H", "H", "H", "H", "H", "H", "H", "H", "C", "N", "C", "Se", "N", "C", "C", "C", "C", "C", "C", "H", "H", "H", "H", "H", "H", "H", "H", "Br", "C", "C", "C", "C", "C", "C", "H", "H", "H", "H", "O", "Se", "O", "O", "O"],
  "positions_angstrom": [[-0.9547, -0.3151, 0.5331], [0.5492, 2.8368, 0.8484], [1.8118, 2.6385, 0.1871], [1.9956, 1.4723, -0.6020], [1.6210, -0.1644, 0.2844], [2.7470, -0.1481, 1.7095], [2.2378, -0.5948, 2.9249], [3.0432, -0.6035, 4.0484], [4.3470, -0.1460, 3.9620], [4.8570, 0.2936, 2.7495], [4.0677, 0.2852, 1.6159], [2.3779, -1.3431, -0.8742], [2.8283, -2.5656, -0.3748], [3.3198, -3.5310, -1.2331], [3.3698, -3.2893, -2.5975], [2.9311, -2.0747, -3.0986], [2.4267, -1.1089, -2.2475], [2.9006, 3.3679, 0.6420], [4.0147, 3.5500, -0.1886], [5.0787, 4.3241, 0.2233], [5.0580, 4.9474, 1.4615], [3.9608, 4.7736, 2.2911], [2.8928, 3.9952, 1.8938], [-0.9669, 2.0739, 0.0813], [-2.2502, 3.3062, 0.5145], [-2.3013, 4.4891, -0.2239], [-3.2377, 5.4559, 0.0826], [-4.1402, 5.2568, 1.1149], [-4.1025, 4.0788, 1.8404], [-3.1639, 3.1050, 1.5435], [-0.8242, 2.4057, -1.7284], [-0.0025, 3.3753, -2.3007], [-0.0565, 3.6060, -3.6640], [-0.9203, 2.8736, -4.4634], [-1.7229, 1.8918, -3.9045], [-1.6673, 1.6566, -2.5432], [0.3581, 3.9106, 0.9517], [0.5656, 2.3949, 1.8568], [3.0279, 1.4012, -0.9501], [1.3190, 1.4819, -1.4646], [1.2126, -0.9374, 2.9774], [2.6432, -0.9459, 4.9885], [4.9726, -0.1355, 4.8393], [5.8779, 0.6365, 2.6815], [4.4821, 0.6069, 0.6720], [2.7864, -2.7509, 0.6899], [3.6610, -4.4767, -0.8406], [3.7447, -4.0452, -3.2699], [2.9771, -1.8742, -4.1588], [2.0711, -0.1772, -2.6623], [4.0281, 3.1244, -1.1810], [5.9206, 4.4502, -0.4399], [5.8870, 5.5620, 1.7729], [3.9353, 5.2433, 3.2618], [2.0674, 3.8586, 2.5728], [-1.6169, 4.6579, -1.0404], [-3.2624, 6.3685, -0.4915], [-4.8728, 6.0136, 1.3483], [-4.8035, 3.9128, 2.6440], [-3.1382, 2.2091, 2.1417], [0.6775, 3.9467, -1.6840], [0.5745, 4.3666, -4.0983], [-0.9714, 3.0735, -5.5215], [-2.3916, 1.3145, -4.5251], [-2.2883, 0.8911, -2.0842], [-3.9780, -2.2760, -2.2637], [-3.7991, -2.6472, -0.8869], [-3.7448, -1.7950, 0.1536], [-3.9147, 0.0618, 0.0888], [-3.6033, -2.4809, 1.2911], [-3.4965, -3.8166, 1.0013], [-3.2962, -4.9254, 1.8076], [-3.2206, -6.1493, 1.1743], [-3.3308, -6.2665, -0.2116], [-3.5344, -5.1657, -1.0216], [-3.6249, -3.9304, -0.3965], [-3.6960, -1.2297, -2.3908], [-5.0197, -2.3991, -2.5677], [-3.3475, -2.8971, -2.8975], [-3.4833, -1.9971, 2.1801], [-3.2003, -4.8328, 2.8761], [-3.0766, -7.0389, 1.7638], [-3.2506, -7.2412, -0.6650], [-3.6231, -5.2661, -2.0909], [-0.0002, -6.5074, -2.2322], [-0.2139, -4.7693, -1.4742], [-0.1828, -4.6130, -0.1003], [-0.4237, -3.3597, 0.4422], [-0.7248, -2.2733, -0.3783], [-0.6906, -2.4451, -1.7569], [-0.4335, -3.6911, -2.3104], [0.0150, -5.4589, 0.5423], [-0.3895, -3.2504, 1.5224], [-0.8629, -1.6139, -2.4308], [-0.4139, -3.8146, -3.3818], [-1.9203, 0.0769, 4.6287], [-1.7845, -0.0190, 3.0793], [-3.2775, -0.0843, 2.3916], [-0.9821, 1.2326, 2.4221], [-1.0475, -1.3741, 2.5987]],
  "atomic_forces_ev_per_a": [[1.192, -0.237, -0.708], [-0.737, 0.476, 0.007], [0.567, -0.104, 0.932], [0.637, -0.567, -0.800], [-0.538, -0.172, 0.311], [-0.242, 0.116, -0.302], [-0.216, 0.016, -0.183], [0.115, 0.086, 0.090], [-0.049, -0.047, 0.043], [0.169, 0.074, -0.112], [-0.086, -0.020, 0.145], [0.083, 0.227, -0.133], [-0.090, 0.254, 0.126], [-0.028, -0.043, -0.073], [-0.023, 0.052, 0.006], [0.020, -0.020, -0.128], [0.006, 0.046, 0.235], [-0.187, -0.035, -0.384], [0.412, -0.078, -0.304], [-0.050, -0.188, -0.297], [0.027, -0.040, -0.019], [-0.279, -0.127, 0.120], [-0.146, 0.311, 0.393], [-0.146, -0.342, -1.199], [0.179, -0.147, 0.021], [-0.010, -0.046, 0.107], [-0.033, 0.157, -0.030], [-0.021, -0.062, 0.017], [-0.086, 0.083, -0.058], [0.105, -0.107, 0.180], [0.172, 0.229, 0.394], [-0.200, -0.219, -0.079], [0.145, 0.086, -0.031], [-0.044, 0.012, -0.045], [0.042, 0.058, -0.047], [-0.032, -0.146, 0.235], [0.160, -0.123, 0.004], [0.035, -0.017, -0.118], [-0.174, 0.121, 0.006], [0.141, -0.006, 0.190], [-0.121, -0.014, 0.041], [-0.036, -0.067, 0.134], [0.100, -0.006, 0.133], [0.128, 0.025, 0.034], [0.068, 0.015, -0.146], [0.023, -0.078, 0.066], [0.013, -0.081, 0.059], [0.060, -0.076, -0.047], [-0.007, -0.021, -0.091], [-0.054, 0.087, -0.102], [-0.003, -0.014, -0.049], [0.057, 0.054, -0.042], [0.090, 0.066, 0.052], [-0.002, 0.012, 0.094], [-0.095, -0.043, 0.053], [-0.015, 0.068, -0.041], [-0.023, 0.122, -0.069], [-0.067, 0.089, 0.020], [-0.049, -0.032, 0.074], [-0.005, -0.036, -0.071], [0.033, 0.172, 0.021], [0.046, 0.063, -0.097], [0.025, 0.008, -0.143], [-0.051, -0.036, -0.074], [0.074, 0.068, -0.114], [-0.188, 0.087, -0.468], [0.088, 0.399, 0.685], [-0.307, -0.304, 0.213], [0.005, 0.070, -0.124], [-0.064, 0.337, -0.305], [-0.070, -0.553, -0.691], [-0.036, 0.081, -0.070], [0.000, 0.051, 0.036], [-0.020, 0.034, -0.126], [-0.114, 0.173, -0.010], [0.111, -0.522, 0.769], [0.027, -0.101, -0.002], [0.040, 0.005, 0.052], [0.061, 0.024, 0.075], [-0.002, 0.039, -0.144], [0.017, 0.031, 0.165], [0.051, -0.134, 0.097], [0.003, -0.105, -0.056], [0.019, -0.035, -0.152], [0.059, 0.222, 0.096], [0.041, -0.257, -0.054], [0.013, -0.142, -0.130], [-0.105, 0.169, 0.075], [0.059, 0.747, -0.001], [0.000, -0.082, 0.199], [-0.054, -0.077, -0.116], [0.004, -0.069, 0.019], [-0.064, 0.073, -0.114], [-0.013, 0.118, -0.010], [0.004, -0.092, -0.153], [-0.123, 0.316, 2.251], [-0.484, -0.197, 0.989], [-1.428, 0.132, -0.295], [0.638, 1.082, -0.255], [0.853, -1.377, -0.654]]
}